1.
Here is 5 unconnected molecules or ions with the total composition C40H80BN4O22P4S from OMol25. Energies are from wB97M-V/def2-TZVPD.

The geometry in ORCA input format:
```
! RIJCOSX wB97M-V def2-TZVPD def2/J DEFGRID3
* xyz 1 1
C 3.1494 3.7054 2.4074
C 2.5472 3.5114 0.9832
C 2.3745 2.0121 0.7016
C 1.4689 1.7070 -0.5122
C 1.0556 0.2276 -0.2594
C 2.0546 -0.7605 0.2408
C 1.8572 -1.3997 1.4538
C 2.8386 -2.3179 1.7903
C 3.8794 -2.4931 0.9034
N 4.0866 -1.8587 -0.2385
C 3.1534 -0.9762 -0.5696
N -0.1812 0.0152 -0.5270
C -0.7974 -1.2999 -0.3054
C -1.5460 -1.3905 1.0792
C -1.3884 -0.1412 1.9804
S -1.7999 -0.6148 3.6768
O -3.2150 -0.7383 3.7624
O -1.2957 0.4001 4.5531
O -1.0397 -1.9684 3.9992
C -0.8617 1.2255 -1.0663
C -2.3966 1.2865 -0.8691
C -2.9294 2.6480 -0.3939
C -4.4112 2.5820 0.0097
N -5.1975 1.7110 -0.8649
C -6.5763 1.5667 -0.2961
C -6.5201 0.3986 0.6684
C -6.4160 0.5822 2.0234
C -6.3242 -0.5044 2.8734
C -6.3387 -1.7570 2.3153
C -6.4748 -1.9372 0.9622
C -6.5679 -0.8691 0.1089
O -6.7012 -1.0279 -1.2478
C -0.6976 1.1203 -2.6174
O -0.9335 -0.2016 -3.0703
C -1.9692 -0.3234 -4.0386
C -2.5990 -1.7297 -3.8645
C 0.0181 2.3394 -0.4951
B 0.1481 3.7164 -1.3119
N -0.4071 4.9299 -0.6660
O 0.7561 3.7647 -2.5586
H 4.1575 4.1247 2.3694
H 2.5077 4.3093 3.0511
H 3.2512 2.7157 2.8683
H 1.5341 3.9427 1.0466
H 3.1259 4.0336 0.2204
H 3.3703 1.6219 0.4654
H 1.9686 1.5515 1.6110
H 2.0222 1.8033 -1.4528
H 1.0109 -1.2051 2.0954
H 2.7712 -2.8875 2.7093
H 4.6240 -3.2439 1.1744
H 3.2423 -0.4198 -1.5010
H -0.0957 -2.1143 -0.4717
H -1.5689 -1.3916 -1.0733
H -2.6172 -1.5122 0.9015
H -1.1253 -2.2605 1.5899
H -2.0694 0.6764 1.7452
H -0.3667 0.2410 2.0500
H -0.4144 -1.7604 4.7267
H -2.8725 1.0825 -1.8282
H -2.7915 0.5189 -0.1925
H -2.8556 3.3522 -1.2416
H -2.3146 3.0760 0.4042
H -4.4458 2.2671 1.0574
H -4.8233 3.6025 -0.0598
H -5.2737 2.1880 -1.7610
H -6.8179 2.5129 0.2102
H -7.2950 1.4032 -1.1017
H -6.4040 1.6069 2.3898
H -6.2316 -0.3130 3.9362
H -6.2391 -2.6220 2.9647
H -6.5016 -2.9442 0.5516
H -5.9996 -0.5138 -1.6696
H -1.3566 1.8344 -3.1280
H 0.3181 1.3983 -2.9317
H -2.7693 0.4155 -3.9205
H -1.5884 -0.2879 -5.0676
H -3.5483 -1.7020 -3.3221
H -2.7308 -2.2501 -4.8150
H -1.8989 -2.3251 -3.2673
H -0.1215 2.4930 0.5820
H 0.3023 5.6619 -0.6399
H -1.1700 5.3146 -1.2232
H 0.0968 4.1240 -3.1693
C -7.0972 -9.1559 2.5138
O -7.2617 -7.7857 2.9013
P -6.6688 -6.6428 1.9842
O -6.7891 -5.2993 2.5368
O -7.3855 -6.8499 0.5749
C -8.8094 -6.6933 0.5269
O -5.1943 -7.1424 1.6891
C -4.4105 -6.3881 0.7601
H -8.0493 -9.6652 2.6490
H -6.7934 -9.2510 1.4717
H -6.3461 -9.6178 3.1518
H -9.1905 -6.1760 1.4074
H -9.2696 -7.6790 0.4579
H -9.0629 -6.1190 -0.3612
H -5.0205 -6.0223 -0.0665
H -3.6423 -7.0470 0.3618
H -3.9391 -5.5484 1.2706
C 8.9566 3.4606 -1.2206
O 7.7635 3.1496 -0.4874
P 6.4007 2.9755 -1.2669
O 5.2346 2.7797 -0.4047
O 6.6741 1.7790 -2.2874
C 6.9859 0.4943 -1.7351
O 6.3520 4.2327 -2.2114
C 5.2741 4.3122 -3.1705
H 9.7588 2.8243 -0.8521
H 8.8339 3.2880 -2.2893
H 9.2152 4.5038 -1.0516
H 6.7222 0.4304 -0.6788
H 8.0537 0.3100 -1.8526
H 6.4323 -0.2630 -2.2863
H 5.0411 3.3332 -3.5835
H 5.5881 4.9599 -3.9772
H 4.3895 4.7329 -2.6930
C 3.2255 5.5434 -9.3428
O 3.7488 5.5959 -8.0076
P 3.9105 4.2584 -7.1840
O 4.3348 4.4487 -5.7995
O 4.8893 3.3618 -8.0630
C 6.2197 3.8495 -8.2848
O 2.5160 3.5341 -7.3847
C 2.3738 2.2077 -6.8642
H 3.8433 6.1767 -9.9760
H 3.2345 4.5306 -9.7441
H 2.2050 5.9210 -9.3392
H 6.4818 4.6451 -7.5873
H 6.2910 4.2244 -9.3054
H 6.9146 3.0225 -8.1598
H 3.2910 1.6325 -6.9911
H 1.5758 1.7177 -7.4173
H 2.1091 2.2515 -5.8073
C 2.1667 -4.3536 9.2896
O 1.6181 -3.8623 8.0571
P 2.0486 -2.4385 7.5310
O 1.3337 -1.9980 6.3343
O 3.6299 -2.5382 7.3579
C 4.1386 -3.4824 6.4105
O 1.8990 -1.5159 8.8002
C 2.3424 -0.1530 8.7005
H 2.4650 -5.3893 9.1407
H 3.0368 -3.7792 9.6054
H 1.4025 -4.3044 10.0622
H 3.3652 -3.8224 5.7207
H 4.5437 -4.3387 6.9491
H 4.9378 -3.0072 5.8456
H 3.2485 -0.0760 8.0997
H 2.5588 0.1987 9.7056
H 1.5556 0.4598 8.2635
*
```

As for the HOMO-LUMO gap: 7.32 eV. The calculation puts the HOMO energy at -10.04 eV. The calculation puts the total energy at -142454.6671 eV.

***

2.
Here is 10 unconnected molecules or ions with the total composition C40H80O10 from OMol25. Energies are from wB97M-V/def2-TZVPD.

The geometry in ORCA input format:
```
! RIJCOSX wB97M-V def2-TZVPD def2/J DEFGRID3
* xyz 0 1
C 2.5930 -4.1955 1.2733
C 1.6400 -3.5225 2.2373
C 0.3000 -4.2185 2.0913
O 0.8080 -5.5055 1.9563
C 1.9040 -5.6705 1.0863
H 3.6160 -4.3285 1.4583
H 2.3690 -3.7155 0.3583
H 1.5730 -2.4015 1.7463
H 2.0030 -3.5965 3.3313
H -0.3050 -3.7335 1.3613
H -0.3120 -4.0905 3.0373
H 1.8510 -5.5705 0.1053
H 2.6530 -6.4975 1.2723
C 1.7110 -0.5695 -0.3267
C 1.1210 0.8015 -0.4087
C -0.3690 0.4855 -0.4157
O -0.5250 -1.0275 -0.2847
C 0.6130 -1.4525 -0.8527
H 2.0840 -0.7805 0.6283
H 2.6410 -0.5315 -0.9317
H 1.4230 1.4055 -1.3487
H 1.2370 1.4535 0.4763
H -0.8270 0.7225 -1.4437
H -0.8880 0.9385 0.3123
H 0.3660 -1.5995 -1.9777
H 0.8180 -2.4765 -0.5277
C -3.3630 0.5405 2.6373
C -3.5270 -0.7555 1.8783
C -3.1770 -1.8175 2.8543
O -3.8250 -1.2225 4.0403
C -3.2510 0.1365 4.0393
H -4.3150 1.0575 2.5823
H -2.3840 1.1005 2.2353
H -2.9610 -0.8055 0.9933
H -4.6110 -0.8535 1.6503
H -2.0970 -1.9395 3.0403
H -3.5870 -2.8145 2.7683
H -2.2090 0.2975 4.3283
H -3.9020 0.8775 4.6993
C 1.9540 -0.5525 5.0523
C 0.6430 -0.4235 4.3203
C 0.7880 0.6555 3.2593
O 2.2800 0.8765 3.2513
C 2.9800 -0.1755 3.9683
H 2.1260 -1.4835 5.5583
H 2.0140 0.1395 5.7663
H -0.1300 0.1335 5.0223
H 0.0440 -1.2715 3.9893
H 0.2920 1.7005 3.4433
H 0.1790 0.1355 2.3013
H 3.9460 0.2585 4.2323
H 3.2080 -0.9955 3.3033
C 0.6630 5.8825 -2.8907
C -0.4080 5.3695 -1.8157
C 0.1600 4.2415 -1.2747
O 1.0600 3.5995 -2.2417
C 1.7140 4.8075 -2.7457
H 1.1400 6.8705 -2.4917
H 0.1080 5.7655 -3.7087
H -1.3360 4.9085 -2.2557
H -0.7330 6.1065 -1.2337
H -0.5080 3.3805 -0.9557
H 0.8880 4.4865 -0.4227
H 2.1350 4.4835 -3.6897
H 2.6090 5.0015 -2.0737
C -2.7870 4.3285 2.9423
C -1.3000 4.6985 2.6593
C -0.5880 3.3735 3.0143
O -1.5610 2.4515 3.3493
C -2.6740 3.1925 3.9013
H -3.2150 3.8295 2.1263
H -3.4140 4.9875 3.4993
H -0.7790 5.5975 3.2913
H -0.9350 4.9565 1.6433
H -0.0490 3.4785 3.9103
H 0.0020 3.1465 2.2483
H -2.5490 3.1685 4.8783
H -3.3390 2.3125 3.8973
C -2.1090 -5.0335 -3.5257
C -2.9190 -3.9005 -3.1437
C -2.2290 -3.1025 -2.0317
O -0.9120 -3.4015 -2.5597
C -0.8030 -4.8265 -2.8217
H -2.0330 -5.1775 -4.6247
H -2.6280 -5.8785 -3.0547
H -3.9750 -4.0745 -2.9167
H -3.1500 -3.3075 -3.9917
H -2.4250 -3.6955 -1.2207
H -2.3250 -2.0065 -1.7447
H -0.5610 -5.5735 -2.0427
H 0.1210 -4.7885 -3.5057
C -4.0910 0.4505 -1.4107
C -3.9650 1.8505 -1.9677
C -5.2830 2.3475 -2.6587
O -5.7280 1.0415 -2.9397
C -5.4540 0.0875 -1.9047
H -4.0150 0.5055 -0.4527
H -3.2030 -0.0645 -2.0757
H -3.0040 1.6735 -2.6507
H -3.4440 2.6485 -1.3737
H -5.4400 2.9625 -3.4737
H -6.0510 2.8235 -1.8127
H -5.6470 -0.8435 -2.1007
H -6.0740 0.0805 -1.1037
C 7.2480 -1.0145 1.9543
C 7.2810 -1.3065 0.4823
C 5.7640 -1.4245 0.1743
O 5.3440 -2.2655 1.3453
C 6.0870 -1.8995 2.5333
H 7.1370 0.1395 2.2283
H 8.2560 -1.0305 2.4473
H 7.7910 -2.0645 0.1363
H 7.5520 -0.3455 -0.1777
H 5.4710 -2.1535 -0.7017
H 5.2520 -0.4685 0.3493
H 6.3360 -2.8125 3.1133
H 5.2860 -1.3235 3.1273
C 0.5650 -0.2435 -6.0087
C -0.2610 0.8825 -5.2547
C 0.8230 2.0015 -5.0727
O 1.6400 1.6985 -6.1857
C 2.0060 0.3935 -6.1827
H 0.2720 -0.6745 -6.9407
H 0.6100 -1.1805 -5.3337
H -0.5380 0.5925 -4.1477
H -1.0400 1.2455 -5.9717
H 1.3790 1.8115 -4.1637
H 0.4950 3.1205 -5.1297
H 2.5700 -0.0185 -5.4737
H 2.4980 0.0025 -7.0327
*
```

As for the HOMO-LUMO gap: 9.80 eV. The calculation puts the HOMO energy at -9.25 eV. The calculation puts the total energy at -63231.3471 eV. The calculation puts the energy above the lowest of the compared OMol25 structures with the same formula, charge and spin at 388.0 kcal/mol. The SMILES is C1CCOC1.C1CCOC1.C1CCOC1.C1CCOC1.C1CCOC1.C1CCOC1.C1CCOC1.C1CCOC1.C1CCOC1.C1CCOC1.

***

3.
Here is 13 unconnected molecules or ions with the total composition C40H80O27 from OMol25. Energies are from wB97M-V/def2-TZVPD.

The geometry in ORCA input format:
```
! RIJCOSX wB97M-V def2-TZVPD def2/J DEFGRID3
* xyz 0 1
C 1.5084 4.1204 -1.8787
O 1.1462 3.4012 -3.0477
H 0.7162 4.5070 -1.3142
H 2.0949 3.5187 -1.1623
H 2.1501 4.9637 -2.1816
H 0.4223 3.9183 -3.4215
C 4.7761 -0.8230 2.8912
O 3.9434 -1.0573 1.7578
H 4.1808 -1.1648 3.7911
H 5.6551 -1.4598 2.7189
H 5.0147 0.2121 3.0470
H 4.4715 -0.7880 0.9706
C -4.2426 0.6745 3.8053
O -3.6776 1.2325 2.6430
H -3.6154 0.8629 4.6993
H -5.2742 1.0302 3.9816
H -4.2768 -0.4302 3.7390
H -2.9424 1.7598 2.9276
C -4.5920 -1.0793 -2.7023
O -3.3512 -1.3187 -3.4130
H -4.6803 -1.5596 -1.7203
H -4.7514 0.0224 -2.5702
H -5.4423 -1.4199 -3.2797
H -2.9315 -2.0277 -2.9255
O 0.6567 3.2486 3.6432
C 0.9722 2.3624 2.8806
O 1.2340 2.5787 1.6138
C 1.6413 1.3631 0.9349
C 1.1861 0.1990 1.8101
C 1.2222 0.8856 3.1839
H 2.7023 1.3902 0.7418
H 1.2218 1.3373 -0.0472
H 1.8394 -0.6619 1.7485
H 0.1685 -0.0047 1.6730
H 2.1813 0.8343 3.6992
H 0.4678 0.4640 3.8351
O -3.3089 7.0236 0.1240
C -2.4244 6.5062 0.6980
O -2.3206 6.4425 2.0511
C -1.0386 6.0016 2.4882
C -0.1392 5.9634 1.2268
C -1.1385 5.9359 0.0522
H -1.1138 5.0398 2.9655
H -0.6342 6.7888 3.1915
H 0.5193 5.0954 1.3088
H 0.3571 6.9357 1.2158
H -1.3667 4.9306 -0.3168
H -0.8031 6.5685 -0.7678
O 5.0239 0.3582 -0.4492
C 4.6721 0.3152 -1.5869
O 4.8491 -0.7039 -2.3565
C 4.0413 -0.5438 -3.5812
C 3.7510 1.0108 -3.6795
C 3.7152 1.3228 -2.1801
H 3.0952 -1.0927 -3.4200
H 4.6607 -0.9482 -4.4437
H 2.8817 1.3550 -4.1883
H 4.6602 1.5058 -4.1212
H 2.7366 1.2070 -1.6812
H 4.1444 2.3330 -1.9632
O -0.9926 -3.0833 -4.0075
C -0.8124 -2.2001 -4.8250
O 0.0671 -1.1673 -4.6247
C 0.1891 -0.3741 -5.8595
C -1.1090 -0.6400 -6.6574
C -1.5320 -2.0164 -6.1533
H 1.0279 -0.6219 -6.4744
H 0.1445 0.6537 -5.5264
H -0.9122 -0.6204 -7.7543
H -1.8860 0.1277 -6.3147
H -1.2585 -2.8029 -6.8451
H -2.5856 -2.0717 -5.9421
C -1.4697 1.2459 -0.8778
C -1.0296 0.5571 -2.1316
O 0.3115 0.0793 -1.9617
C 0.5048 -1.1408 -1.4672
O -0.3163 -1.9919 -1.2805
O 1.8510 -1.3126 -1.3781
C 2.2223 -2.6407 -0.9862
H -2.4690 1.6166 -0.9264
H -0.8474 2.0735 -0.5738
H -1.5528 0.4848 -0.0927
H -1.0018 1.2997 -2.9419
H -1.6763 -0.2860 -2.3473
H 1.5430 -3.0637 -0.3144
H 3.2312 -2.5656 -0.6252
H 2.2591 -3.2787 -1.8913
C -3.4461 7.9819 -3.2763
C -2.5959 6.8031 -3.7798
O -2.9973 5.5469 -3.0622
C -2.6406 4.3667 -3.6749
O -2.9699 3.3628 -3.1041
O -1.8383 4.5197 -4.7874
C -1.8396 3.3699 -5.6607
H -3.2661 8.7880 -3.9647
H -3.1366 8.2382 -2.2593
H -4.4699 7.6579 -3.2616
H -1.5283 6.9091 -3.6542
H -2.8280 6.6014 -4.8124
H -1.2976 2.4683 -5.2323
H -1.3194 3.6357 -6.5605
H -2.8871 3.0665 -5.7836
C 3.4857 -3.8488 7.6877
C 3.0918 -3.0257 6.5438
O 2.5647 -3.8255 5.4412
C 1.8839 -3.0560 4.5690
O 1.8248 -1.8528 4.6794
O 1.4053 -3.7868 3.5782
C 0.6658 -2.9628 2.6503
H 3.9119 -3.2055 8.4477
H 4.1628 -4.6828 7.3867
H 2.5813 -4.2709 8.1577
H 3.9384 -2.4540 6.1764
H 2.4258 -2.2550 6.9059
H 1.3576 -2.3981 2.0402
H 0.1387 -2.1738 3.2353
H 0.0497 -3.6844 2.1182
C -2.5289 -1.5639 6.8627
C -1.2789 -1.8234 6.0775
O -1.4673 -1.3363 4.6880
C -2.2636 -2.0908 3.8867
O -2.8983 -3.0409 4.2445
O -2.1612 -1.5842 2.6744
C -2.8897 -2.2719 1.6291
H -2.4465 -1.9301 7.8594
H -3.3457 -2.0513 6.3345
H -2.7224 -0.4918 6.8557
H -1.0510 -2.8802 6.0453
H -0.4184 -1.2973 6.5074
H -2.4886 -3.3086 1.5083
H -2.6834 -1.7180 0.7160
H -3.9518 -2.2974 1.8048
C -1.6750 -6.6730 -1.5965
C -0.3218 -6.1156 -1.6535
O 0.1914 -5.9368 -0.3215
C 1.5424 -5.9329 -0.2431
O 2.3236 -6.0249 -1.1269
O 1.8064 -6.0033 1.0374
C 3.2216 -5.9813 1.3554
H -1.9977 -7.1360 -2.4831
H -2.3945 -5.8549 -1.4841
H -1.7476 -7.4011 -0.7582
H -0.2336 -5.1711 -2.2601
H 0.4056 -6.6957 -2.1798
H 3.7403 -6.4662 0.5233
H 3.3056 -6.5366 2.3119
H 3.4860 -4.9208 1.5626
*
```

As for the HOMO-LUMO gap: 10.09 eV. The calculation puts the HOMO energy at -9.80 eV. The calculation puts the total energy at -98058.7995 eV. The calculation puts the energy above the lowest of the compared OMol25 structures with the same formula, charge and spin at 56.2 kcal/mol.